Here is C26H27ClN4O3SiTi as an isolated structure from the Open Molecules 2025 dataset. Energies are from ωB97M-V/def2-TZVPD.

The value obtained for the energy is -83019.5086 eV. Its charge is 0. As for the LUMO energy: -0.328 eV. Its energy above the lowest of the compared OMol25 structures with the same formula, charge and spin is 0.0 kcal per mole. As for the spin multiplicity: 1.

```
63
Properties=species:S:1:pos:R:3:lowdin_charge:R:1
Ti -0.6073 0.4969 -0.6437 1.020
C 4.1013 0.6228 -3.5447 -0.102
C 4.5214 0.3617 -2.2475 -0.087
C 3.6142 0.3028 -1.2006 -0.034
C 2.2588 0.5160 -1.4542 -0.283
C 1.8341 0.7860 -2.7560 -0.035
C 2.7521 0.8330 -3.7927 -0.086
N 1.2915 0.4173 -0.4359 -0.164
N 1.8255 0.4400 0.8435 0.058
C 0.8791 0.3527 1.7376 -0.391
C 1.1951 0.3994 3.1418 -0.024
C 0.2045 0.3512 4.0562 -0.083
C -1.1610 0.2602 3.6338 -0.084
C -1.4288 0.2328 2.3090 -0.138
N -0.4475 0.2862 1.3520 -0.037
H 4.8186 0.6615 -4.3536 0.097
H 5.5719 0.1936 -2.0449 0.101
H 3.9339 0.0890 -0.1925 0.098
H 0.7859 0.9704 -2.9769 0.094
H 2.4063 1.0421 -4.7968 0.104
H 2.2393 0.4620 3.4140 0.111
H 0.4383 0.3779 5.1129 0.102
H -1.9681 0.2106 4.3497 0.096
H -2.4361 0.1747 1.9146 0.109
Cl -5.0666 2.5022 -1.4691 0.602
C -3.8984 1.6518 -2.4913 -0.470
C -2.7030 1.1565 -1.7194 -0.708
O -2.7297 0.9302 -0.4853 -0.101
O -1.6356 0.9368 -2.3735 -0.108
H -3.5592 2.3174 -3.2794 0.090
H -4.3927 0.7917 -2.9424 0.094
O -0.6382 2.7288 -0.5669 -0.169
N -0.6807 3.2567 0.6362 -0.173
C 0.4630 3.4014 1.3316 0.000
C 0.4324 3.9243 2.6056 -0.024
C -0.7780 4.3056 3.1619 -0.049
C -1.9380 4.1468 2.4217 -0.026
C -1.8713 3.6126 1.1542 0.010
H 1.3443 3.0474 0.8167 0.141
H 1.3615 4.0133 3.1487 0.120
H -0.8158 4.7127 4.1623 0.113
H -2.9047 4.4211 2.8179 0.117
H -2.7153 3.4208 0.5091 0.126
C -2.8282 -2.4493 -0.3162 -0.223
Si -1.1491 -1.9981 -1.0588 0.596
C -1.1867 -2.4419 -2.8943 -0.214
C 0.1569 -3.0723 -0.2062 -0.291
C -0.1840 -4.0520 0.7285 -0.105
C 0.7834 -4.8345 1.3463 -0.097
C 2.1215 -4.6567 1.0332 -0.101
C 2.4862 -3.6929 0.1021 -0.087
C 1.5140 -2.9119 -0.5024 -0.111
H -3.0943 -3.4852 -0.5457 0.031
H -3.6203 -1.8085 -0.7085 0.018
H -2.8259 -2.3370 0.7702 0.021
H -1.4809 -3.4869 -3.0244 0.029
H -0.2008 -2.3165 -3.3473 0.022
H -1.8871 -1.8142 -3.4484 0.016
H -1.2247 -4.2091 0.9890 0.087
H 0.4931 -5.5845 2.0718 0.097
H 2.8790 -5.2646 1.5123 0.097
H 3.5296 -3.5456 -0.1478 0.100
H 1.8212 -2.1571 -1.2169 0.085
```

Here is one molecule with the formula C26H27ClN4O7 from the Open Molecules 2025 dataset. Energies are from ωB97M-V/def2-TZVPD.

The value obtained for the energy is -60218.1758 eV. Its SMILES is COCCN(C(=O)COC(=O)CCC(=O)c1ccc(Cl)cc1)c1c(N)n(Cc2ccccc2)c(=O)[nH]c1=O. Its charge is 0. As for the LUMO energy: 0.158 eV. Its energy above the lowest of the compared OMol25 structures with the same formula, charge and spin is 0.0 kcal per mole. As for the spin multiplicity: 1.

```
65
Properties=species:S:1:pos:R:3:lowdin_charge:R:1
C -4.5717 -3.2143 -1.8178 -0.078
H -4.0005 -3.9481 -1.2431 0.073
O -3.9033 -1.9667 -1.8864 -0.219
C -2.7320 -1.9665 -2.6728 -0.182
C -1.5572 -2.7177 -2.0243 -0.088
N -1.3851 -2.2913 -0.6470 0.018
C -1.7309 -3.1394 0.3453 -0.397
O -2.2172 -4.2343 0.1291 0.059
C -1.5645 -2.6767 1.7919 -0.036
H -2.4095 -2.0277 2.0596 0.128
H -1.5955 -3.5778 2.4125 0.146
O -0.3478 -1.9955 2.0680 0.018
C -0.4198 -0.8145 2.6855 -0.478
O -1.4586 -0.2736 2.9773 0.099
C 0.9362 -0.2173 2.9596 -0.052
C 2.0944 -0.9228 2.2519 -0.094
C 3.3167 -0.0193 2.2679 -0.350
O 3.6265 0.6020 3.2588 0.106
C 4.0753 0.1117 0.9994 -0.154
C 4.8192 1.2792 0.8142 -0.005
C 5.5248 1.4943 -0.3517 -0.092
C 5.5034 0.5226 -1.3428 -0.669
C 4.7902 -0.6551 -1.1693 -0.091
C 4.0762 -0.8577 -0.0037 -0.031
H 3.5347 -1.7823 0.1131 0.114
H 4.7860 -1.4052 -1.9436 0.111
Cl 6.3795 0.7796 -2.8064 0.684
H 6.0885 2.4025 -0.4959 0.107
H 4.8208 2.0181 1.6012 0.123
H 2.3419 -1.8477 2.7778 0.143
H 1.8134 -1.1818 1.2356 0.081
H 0.8937 0.8347 2.6622 0.130
H 1.0938 -0.2182 4.0411 0.142
C -0.8973 -0.9755 -0.4405 -0.110
C -1.7354 0.0126 0.0409 -0.217
N -3.0391 -0.2406 0.2809 0.240
H -3.6497 0.5353 0.4785 0.096
H -3.4486 -1.0082 -0.2455 0.103
N -1.2282 1.2510 0.3454 0.068
C 0.0916 1.5930 0.0907 -0.484
O 0.5527 2.6707 0.3880 0.089
N 0.8303 0.6291 -0.5347 0.232
C 0.4579 -0.6931 -0.8008 -0.417
O 1.2609 -1.4614 -1.2965 0.075
H 1.7909 0.8759 -0.7473 0.164
C -2.0417 2.2205 1.0690 -0.076
C -3.1969 2.7377 0.2518 -0.228
C -3.0090 3.0968 -1.0779 -0.025
C -4.0668 3.5779 -1.8278 -0.070
C -5.3210 3.7120 -1.2556 -0.085
C -5.5141 3.3637 0.0702 -0.077
C -4.4584 2.8742 0.8200 -0.053
H -4.6099 2.6040 1.8557 0.118
H -6.4885 3.4708 0.5225 0.105
H -6.1449 4.0911 -1.8409 0.103
H -3.9106 3.8550 -2.8595 0.105
H -2.0272 3.0057 -1.5197 0.118
H -1.3650 3.0469 1.3119 0.139
H -2.3815 1.7606 2.0023 0.125
H -0.6394 -2.5151 -2.5796 0.128
H -1.7436 -3.7926 -2.0081 0.127
H -2.9324 -2.3989 -3.6617 0.127
H -2.4757 -0.9097 -2.7945 0.125
H -5.5187 -3.0201 -1.3180 0.093
H -4.7636 -3.6031 -2.8225 0.093
```

Here is C26H27F3NO3PPt as an isolated structure from the Open Molecules 2025 dataset. Energies are from ωB97M-V/def2-TZVPD.

The value obtained for the energy is -55719.1321 eV. Its charge is 0. As for the LUMO energy (spin up / spin down): -0.858 / -1.105 eV. Its energy above the lowest of the compared OMol25 structures with the same formula, charge and spin is 81.9 kcal per mole. As for the spin multiplicity: 1.

```
62
Properties=species:S:1:pos:R:3:lowdin_charge:R:1
Pt 0.1676 0.2005 -0.0698 0.852
C 0.7625 -0.3777 4.5136 -0.063
C 0.3327 0.8662 4.9569 -0.058
C 0.1303 1.8762 4.0360 -0.005
C 0.3556 1.6285 2.6778 -0.235
N 0.7225 0.4056 2.2722 0.037
C 0.9234 -0.5609 3.1499 -0.130
C 0.2718 2.6605 1.6408 -0.190
C 0.3486 4.0183 1.9643 -0.037
C 0.4063 4.9684 0.9648 -0.092
C 0.3443 4.5881 -0.3664 -0.085
C 0.2051 3.2497 -0.6947 -0.099
C 0.1855 2.2748 0.2923 -0.201
H 0.9747 -1.1788 5.2031 0.103
H 0.1731 1.0419 6.0120 0.109
H -0.2085 2.8473 4.3635 0.106
H 1.2631 -1.5031 2.7389 0.116
H 0.4171 4.3361 2.9948 0.104
H 0.5056 6.0123 1.2199 0.100
H 0.4229 5.3318 -1.1467 0.104
H 0.1192 2.9726 -1.7395 0.106
F 9.3377 1.1511 -0.7865 0.132
C 8.6409 0.9782 0.3559 -0.584
F 8.7960 2.1113 1.0598 0.129
F 9.3058 0.0219 1.0412 0.129
C 7.2075 0.6168 0.1188 -0.129
C 6.9103 -0.5561 -0.5704 -0.013
C 5.5961 -0.9285 -0.7731 -0.017
C 4.5566 -0.1314 -0.2866 -0.256
C 4.8719 1.0520 0.3961 -0.017
C 6.1815 1.4263 0.5972 -0.008
C 3.1820 -0.4303 -0.4220 -0.173
C 1.9696 -0.5723 -0.4802 -0.276
H 7.7177 -1.1715 -0.9405 0.123
H 5.3682 -1.8420 -1.3012 0.116
H 4.0593 1.6625 0.7616 0.116
H 6.4122 2.3404 1.1242 0.117
C -4.6798 -0.5059 -2.2233 -0.069
C -4.2945 -1.3783 -1.0380 -0.291
O -3.7337 -0.6571 0.0350 -0.289
P -2.2410 0.0505 0.1207 0.720
O -2.5219 1.5602 -0.3228 -0.335
C -3.4435 2.4503 0.2902 -0.267
C -4.3769 3.0400 -0.7557 -0.059
O -2.2902 0.2187 1.7367 -0.327
C -2.7285 -0.8045 2.6167 -0.287
C -4.0230 -0.3858 3.2980 -0.064
H -5.2764 -1.0917 -2.9187 0.078
H -3.7927 -0.1387 -2.7364 0.080
H -5.2725 0.3432 -1.8892 0.060
H -3.6080 -2.1661 -1.3653 0.117
H -5.1859 -1.8471 -0.6048 0.122
H -2.8437 3.2410 0.7538 0.122
H -4.0077 1.9349 1.0718 0.108
H -3.8029 3.3017 -1.6418 0.082
H -4.8536 3.9333 -0.3601 0.077
H -5.1490 2.3281 -1.0376 0.055
H -1.9420 -0.9525 3.3650 0.106
H -2.8776 -1.7388 2.0672 0.111
H -3.8605 0.4989 3.9103 0.078
H -4.3795 -1.1962 3.9246 0.075
H -4.7749 -0.1499 2.5519 0.068
```